1.
{"formula": "CH2N2O2S", "method": "ωB97M-V/def2-TZVPD", "e_lumo_ev": 0.48, "smiles": "O=C=NNSO", "e_homo_ev": -9.4, "orbital_gap_ev": 9.870, "mol_weight_g_mol": 106.1, "relative_energy_kcal_mol": 98.4, "species": ["H", "N", "O", "H", "C", "S", "O", "N"], "xyz": [[-2.817, 0.094, 0.456], [1.284, 0.206, 0.004], [-2.363, -0.264, -0.315], [0.682, -1.107, -1.436], [1.789, 0.391, 1.055], [-1.144, 0.390, -1.156], [2.306, 0.765, 2.012], [0.263, -0.475, -0.620]], "forces_ev_per_angstrom": [[0.884, 0.880, 0.141], [-0.353, -0.127, -1.909], [-0.663, -1.439, -0.457], [-1.235, 2.004, 2.396], [-1.040, 0.047, -0.082], [1.202, -0.005, 0.615], [1.310, 0.396, 1.844], [-0.106, -1.755, -2.548]]}



2.
{"formula": "CH2N2O2S", "method": "ωB97M-V/def2-TZVPD", "e_lumo_ev": [-2.23, -1.13], "e_homo_ev": [-8.3, -8.2], "orbital_gap_ev": [6.040, 7.062], "mol_weight_g_mol": 106.1, "relative_energy_kcal_mol": 269.0, "species": ["O", "H", "N", "O", "N", "H", "C", "S"], "xyz": [[2.272, -0.864, 0.813], [-2.127, -0.659, 0.111], [0.720, -0.731, -0.676], [1.951, -0.919, -0.437], [-1.528, 0.118, -0.126], [-1.524, 0.975, 0.349], [-0.276, -0.234, -0.266], [0.511, 2.315, 0.232]], "forces_ev_per_angstrom": [[0.097, 0.150, 1.379], [-0.603, 0.159, 0.143], [-3.721, -0.894, -1.285], [2.695, -0.203, -0.665], [0.871, -2.785, -0.814], [-0.647, 2.024, 0.823], [1.587, 2.434, 0.357], [-0.279, -0.886, 0.064]]}



3.
{"formula": "CH2N2O2S2", "method": "ωB97M-V/def2-TZVPD", "e_lumo_ev": -1.70, "smiles": "N#CSS(N)(=O)=O", "e_homo_ev": -10.0, "orbital_gap_ev": 8.317, "mol_weight_g_mol": 138.2, "relative_energy_kcal_mol": 38.1, "species": ["O", "H", "C", "H", "N", "O", "S", "N", "S"], "xyz": [[-1.699, 1.262, 1.343], [0.642, 0.459, 0.938], [-3.817, -0.250, -0.013], [0.682, 0.071, -0.695], [0.139, 0.465, 0.077], [-1.998, 1.290, -1.216], [-1.519, 0.772, 0.036], [-4.569, 0.579, -0.259], [-2.652, -1.404, 0.208]], "forces_ev_per_angstrom": [[-1.001, 1.027, 0.675], [-0.478, 0.103, 0.793], [-1.422, -0.806, -0.133], [-0.893, 0.287, 0.112], [-0.988, -0.060, -2.129], [1.264, -0.346, 1.387], [2.669, -2.290, -0.635], [-0.832, 0.535, 0.070], [1.681, 1.550, -0.140]]}



4.
{"formula": "CH2N2O2S2", "method": "ωB97M-V/def2-TZVPD", "e_lumo_ev": -0.02, "smiles": "N#CO[S@@](N)(=O)=S", "e_homo_ev": -10.5, "orbital_gap_ev": 10.469, "mol_weight_g_mol": 138.2, "relative_energy_kcal_mol": 32.6, "species": ["S", "N", "H", "H", "O", "O", "S", "N", "C"], "xyz": [[0.487, -0.680, -0.126], [0.929, 0.885, -0.448], [0.414, 1.329, -1.191], [1.926, 0.979, -0.533], [-0.501, -0.382, 1.196], [1.609, -1.329, 0.449], [-0.475, -1.461, -1.577], [-2.719, 0.556, 1.102], [-1.670, 0.103, 1.127]], "forces_ev_per_angstrom": [[0.001, 0.563, -1.848], [-0.392, -0.593, 0.414], [-0.179, -0.066, -0.194], [0.307, -0.056, 0.093], [1.408, -0.902, 0.603], [-0.004, 0.029, 0.470], [0.083, 0.453, 0.945], [-0.998, 0.412, -0.026], [-0.226, 0.160, -0.458]]}



5.
{"formula": "CH2N2O2S2", "method": "ωB97M-V/def2-TZVPD", "e_lumo_ev": [0.08, -3.48], "e_homo_ev": [-6.4, -9.9], "s2": 2.005, "orbital_gap_ev": [6.512, 6.382], "mol_weight_g_mol": 138.2, "relative_energy_kcal_mol": 37.8, "spin_multiplicity": 3, "species": ["S", "O", "N", "H", "H", "O", "N", "C", "S"], "xyz": [[-1.073, -2.124, 1.404], [1.577, 0.161, 0.914], [1.014, 0.400, -0.145], [1.855, -0.985, -1.250], [-0.415, 1.647, -0.918], [0.167, 1.443, -0.139], [1.068, -0.223, -1.241], [-1.725, -0.789, 0.919], [-2.468, 0.470, 0.457]], "forces_ev_per_angstrom": [[0.490, -1.172, 0.465], [-0.457, 0.780, -0.415], [0.763, -2.313, -1.383], [-1.936, 1.858, 0.836], [1.308, -1.402, 0.115], [-0.855, 2.019, 1.307], [1.408, -0.876, -0.499], [0.921, -0.859, 0.219], [-1.642, 1.965, -0.645]]}



6.
{"formula": "CH2N2O3P", "method": "ωB97M-V/def2-TZVPD", "e_lumo_ev": [3.95, 3.95], "e_homo_ev": [-3.6, -3.6], "charge": -1, "orbital_gap_ev": [7.511, 7.510], "mol_weight_g_mol": 121.0, "relative_energy_kcal_mol": 59.4, "species": ["O", "O", "H", "C", "H", "O", "N", "N", "P"], "xyz": [[-0.393, -1.438, 0.795], [0.480, 0.221, 2.537], [-1.929, -0.445, -1.087], [1.761, -0.011, 0.258], [-0.328, 0.226, -1.639], [-1.226, 1.261, -0.268], [2.687, -0.085, -0.416], [-1.315, 0.458, -1.351], [0.262, -0.187, 1.171]], "forces_ev_per_angstrom": [[-0.103, -0.652, -0.748], [0.454, 1.258, 1.717], [2.336, 2.104, -0.764], [0.281, -0.048, -0.780], [-1.564, -0.418, 0.126], [2.014, -0.813, 2.428], [0.323, 0.207, -0.092], [-0.926, -2.213, -0.625], [-2.816, 0.574, -1.263]]}



7.
{"formula": "CH2N2O3S", "method": "ωB97M-V/def2-TZVPD", "e_lumo_ev": -0.44, "smiles": "O=S(=O)=O.N=C=N", "e_homo_ev": -10.4, "orbital_gap_ev": 9.944, "mol_weight_g_mol": 122.1, "relative_energy_kcal_mol": 28.0, "species": ["C", "H", "S", "O", "O", "N", "O", "H", "N"], "xyz": [[1.535, 0.191, -0.033], [2.079, -1.506, -1.051], [-1.971, -0.161, -0.053], [-1.674, -0.243, -1.433], [-2.702, 0.958, 0.473], [2.000, -0.557, -0.865], [-1.489, -1.139, 0.839], [1.302, 1.521, 1.464], [0.918, 0.936, 0.660]], "forces_ev_per_angstrom": [[1.441, -3.236, -2.113], [-0.002, -1.560, 0.229], [-0.113, 1.815, 0.656], [-0.139, -0.071, -0.308], [0.360, -0.926, -0.603], [-0.091, 2.824, 0.340], [0.049, -0.770, 0.348], [-0.700, -1.405, -1.789], [-0.806, 3.330, 3.240]]}



8.
{"formula": "CH2N2O3S", "method": "ωB97M-V/def2-TZVPD", "e_lumo_ev": [-2.63, -2.63], "e_homo_ev": [-9.3, -9.3], "orbital_gap_ev": [6.690, 6.688], "mol_weight_g_mol": 122.1, "relative_energy_kcal_mol": 149.8, "species": ["O", "H", "C", "S", "O", "N", "H", "N", "O"], "xyz": [[2.574, 2.520, 0.230], [0.281, 0.772, -0.146], [1.217, -0.732, 0.522], [3.645, -0.882, -0.434], [1.319, -1.834, 0.983], [2.381, 0.071, 0.046], [-0.853, -0.501, 0.380], [0.080, -0.126, 0.177], [1.966, 1.346, 0.301]], "forces_ev_per_angstrom": [[0.913, -1.582, -0.629], [-1.149, 1.595, -0.644], [-1.825, -1.913, -0.166], [-0.581, 2.437, 0.265], [0.709, 0.664, 0.148], [1.187, -0.790, 0.387], [1.013, 0.309, -0.072], [-0.588, -0.955, 0.389], [0.322, 0.236, 0.322]]}



9.
{"formula": "CH2N2O4S", "method": "ωB97M-V/def2-TZVPD", "e_lumo_ev": -1.34, "e_homo_ev": -11.4, "orbital_gap_ev": 10.056, "mol_weight_g_mol": 138.1, "relative_energy_kcal_mol": 62.5, "species": ["S", "O", "O", "N", "H", "C", "N", "O", "H", "O"], "xyz": [[-0.088, -0.056, -1.324], [-0.677, 1.179, -1.470], [-0.201, -1.068, -2.311], [1.350, -0.086, 1.810], [2.225, 0.313, 1.428], [0.641, -0.161, 0.734], [-0.553, -0.670, 0.264], [1.312, 0.092, -0.595], [-2.211, 0.344, 0.375], [-1.798, 0.114, 1.089]], "forces_ev_per_angstrom": [[-0.279, -2.834, 0.587], [-1.510, 3.261, -0.923], [0.673, 0.384, 0.515], [-2.078, 0.316, -3.226], [-0.104, -0.187, 0.823], [3.857, -0.286, 2.164], [-2.460, 1.598, 1.937], [-0.869, -0.648, 0.502], [-4.506, 2.563, -6.912], [7.276, -4.168, 4.533]]}



10.
{"formula": "CH2N2O5", "method": "ωB97M-V/def2-TZVPD", "e_lumo_ev": 0.15, "smiles": "O=CN(O)O[N+](=O)[O-]", "e_homo_ev": -10.1, "orbital_gap_ev": 10.278, "mol_weight_g_mol": 122.0, "relative_energy_kcal_mol": 0.0, "species": ["N", "O", "O", "N", "H", "O", "O", "H", "O", "C"], "xyz": [[2.436, -0.243, -0.172], [3.486, 0.227, -0.045], [1.926, -1.199, -0.493], [0.135, 0.265, 0.032], [-0.646, 1.463, -1.373], [1.286, 0.773, 0.383], [-0.993, -1.749, -0.243], [0.162, -1.374, 1.364], [-0.130, 0.691, -1.259], [-0.248, -1.062, 0.387]], "forces_ev_per_angstrom": [[-0.911, 4.099, 1.732], [1.747, 0.149, -0.152], [-0.337, -4.464, -1.931], [-1.277, 1.685, -0.450], [-1.090, 1.353, 1.136], [0.830, -0.605, 1.143], [-0.075, 0.430, -0.023], [0.161, 0.478, -0.163], [1.096, -3.011, -1.239], [-0.144, -0.113, -0.053]]}



11.
{"formula": "CH2N2OS", "method": "ωB97M-V/def2-TZVPD", "e_lumo_ev": [-0.37, -0.59], "e_homo_ev": [-7.5, -8.2], "orbital_gap_ev": [7.103, 7.581], "mol_weight_g_mol": 90.1, "relative_energy_kcal_mol": 53.0, "species": ["N", "C", "H", "N", "O", "H", "S"], "xyz": [[2.612, 0.012, -0.854], [0.470, 0.724, -1.336], [-0.875, 0.607, 0.005], [-0.060, 0.149, -0.299], [2.414, -0.465, 0.221], [0.727, -0.357, 0.390], [0.220, 1.683, -2.572]], "forces_ev_per_angstrom": [[-2.049, -0.651, 2.159], [1.393, -0.429, 0.038], [-1.196, 0.062, 1.073], [3.226, -1.084, 0.391], [0.804, 0.818, -2.165], [-2.157, 1.440, -1.639], [-0.021, -0.157, 0.143]]}



12.
{"formula": "CH2N2OS", "method": "ωB97M-V/def2-TZVPD", "e_lumo_ev": -0.17, "e_homo_ev": -9.3, "orbital_gap_ev": 9.175, "mol_weight_g_mol": 90.1, "relative_energy_kcal_mol": 56.4, "species": ["H", "N", "N", "S", "O", "C", "H"], "xyz": [[-1.544, 0.036, -1.151], [-0.147, -1.396, -0.719], [1.587, 0.103, 0.282], [0.549, 1.168, -0.576], [1.622, -1.057, -0.264], [-0.550, -0.247, -0.856], [1.367, 0.108, 1.289]], "forces_ev_per_angstrom": [[-0.377, -0.096, -0.122], [1.325, -0.576, 0.493], [-0.236, 1.636, 0.482], [0.741, -0.377, 0.394], [-1.471, -0.902, -0.812], [0.090, 0.567, -0.011], [-0.073, -0.251, -0.424]]}



13.
{"formula": "CH2N2OS2", "method": "ωB97M-V/def2-TZVPD", "e_lumo_ev": [-0.40, -0.40], "e_homo_ev": [-8.7, -8.7], "orbital_gap_ev": [8.342, 8.340], "mol_weight_g_mol": 122.2, "relative_energy_kcal_mol": 37.8, "species": ["O", "H", "S", "N", "N", "H", "S", "C"], "xyz": [[1.345, -1.680, 1.241], [-0.868, 1.239, 1.054], [1.472, -1.403, -0.191], [-0.735, -1.206, -0.767], [-1.165, -0.184, -0.370], [-0.872, 1.699, -0.677], [1.366, 0.622, -0.336], [-0.543, 0.912, 0.046]], "forces_ev_per_angstrom": [[0.167, -0.967, 0.235], [0.620, -0.421, -0.391], [-1.617, 1.872, 0.136], [-0.431, -0.083, 0.530], [-0.820, -4.163, -1.310], [0.602, -0.219, 0.612], [0.104, 0.531, 0.035], [1.376, 3.451, 0.152]]}



14.
{"formula": "CH2N2S2", "method": "ωB97M-V/def2-TZVPD", "e_lumo_ev": [-1.17, -1.18], "e_homo_ev": [-9.5, -9.6], "orbital_gap_ev": [8.361, 8.376], "mol_weight_g_mol": 106.2, "relative_energy_kcal_mol": 100.9, "species": ["S", "H", "N", "N", "S", "C", "H"], "xyz": [[-2.573, -0.728, -0.590], [2.323, -0.207, 0.591], [1.794, 0.453, -0.070], [-0.930, -1.398, -0.427], [-1.514, 0.955, 0.051], [-0.454, -0.293, -0.091], [1.355, 1.218, 0.537]], "forces_ev_per_angstrom": [[0.260, -0.495, 0.193], [-1.334, 1.099, -0.805], [-3.095, -0.785, 1.513], [-0.631, -0.274, -0.404], [-1.423, 1.903, 0.101], [5.013, -0.213, 0.052], [1.211, -1.236, -0.651]]}



15.
{"formula": "CH2N2S2", "method": "ωB97M-V/def2-TZVPD", "e_lumo_ev": [-1.93, -1.93], "smiles": "N#CSSN", "e_homo_ev": [-9.4, -9.4], "orbital_gap_ev": [7.483, 7.482], "mol_weight_g_mol": 106.2, "relative_energy_kcal_mol": 16.5, "species": ["H", "N", "S", "H", "S", "C", "N"], "xyz": [[-0.726, -1.830, -0.227], [0.769, 0.724, 1.678], [1.650, 1.392, -0.880], [-1.252, -0.497, 0.627], [-0.510, 0.098, -1.527], [1.158, 0.974, 0.627], [-1.088, -0.860, -0.298]], "forces_ev_per_angstrom": [[-0.168, 1.009, -0.288], [-0.441, -0.498, 0.983], [-1.288, -1.184, -1.191], [-0.239, 0.685, 0.134], [0.160, 0.025, 1.177], [0.346, 0.519, 0.289], [1.629, -0.556, -1.105]]}



16.
{"formula": "CH2N2S2", "method": "ωB97M-V/def2-TZVPD", "e_lumo_ev": [-1.62, -1.62], "smiles": "S=NS.C#N", "e_homo_ev": [-8.8, -8.8], "orbital_gap_ev": [7.188, 7.189], "mol_weight_g_mol": 106.2, "relative_energy_kcal_mol": 48.0, "species": ["H", "S", "H", "N", "C", "N", "S"], "xyz": [[0.871, -1.888, -1.544], [-0.635, 0.625, 1.530], [-1.514, 0.115, 0.658], [0.562, -0.420, 1.207], [0.034, -1.392, -1.835], [-0.924, -0.873, -2.203], [1.919, -0.627, 2.140]], "forces_ev_per_angstrom": [[1.987, -1.078, 0.782], [0.136, 0.306, 0.667], [0.058, 0.016, -0.335], [2.264, -1.165, 1.069], [-2.638, 1.391, -1.023], [0.635, -0.276, 0.345], [-2.442, 0.806, -1.505]]}



17.
{"formula": "CH2N3O2", "method": "ωB97M-V/def2-TZVPD", "e_lumo_ev": -6.29, "smiles": "O=C=[NH+]NN=O", "e_homo_ev": -15.7, "charge": 1, "orbital_gap_ev": 9.371, "mol_weight_g_mol": 88.0, "relative_energy_kcal_mol": 5.2, "species": ["N", "O", "O", "N", "N", "C", "H", "H"], "xyz": [[0.786, 0.205, 0.191], [1.627, -0.457, -1.718], [-2.334, -0.628, -0.529], [-0.493, 0.283, 0.776], [0.680, -0.438, -1.002], [-1.395, -0.326, 0.050], [-0.534, 0.914, 1.589], [1.664, 0.447, 0.642]], "forces_ev_per_angstrom": [[0.437, -0.163, -0.917], [-0.799, -0.174, 1.147], [1.462, 0.042, 1.183], [0.911, -0.886, -0.748], [0.218, 0.414, -0.570], [-1.121, 1.141, -0.147], [-0.954, -0.513, -0.383], [-0.154, 0.139, 0.436]]}



18.
{"formula": "CH2N3O2P", "method": "ωB97M-V/def2-TZVPD", "e_lumo_ev": -0.45, "smiles": "N#CP(N)[N+](=O)[O-]", "e_homo_ev": -10.5, "orbital_gap_ev": 10.030, "mol_weight_g_mol": 119.0, "relative_energy_kcal_mol": 5.0, "species": ["O", "N", "H", "N", "N", "O", "C", "H", "P"], "xyz": [[-1.876, 1.010, 3.050], [-1.519, 0.953, 1.906], [0.885, 0.360, 0.099], [0.075, -1.973, 3.252], [0.054, -0.281, -0.097], [-1.635, 1.800, 1.002], [-0.302, -1.400, 2.372], [-0.141, -0.059, -1.151], [-1.160, -0.709, 0.919]], "forces_ev_per_angstrom": [[0.367, 0.366, -0.263], [-0.731, -0.615, -2.547], [-1.580, -1.451, 0.391], [1.675, -2.326, 3.747], [1.908, 2.153, -2.783], [0.170, -0.092, 1.790], [-1.640, 2.381, -4.407], [-0.238, -0.973, 2.880], [0.069, 0.557, 1.192]]}



19.
{"formula": "CH2N3O2P", "method": "ωB97M-V/def2-TZVPD", "e_lumo_ev": [-3.20, -3.20], "e_homo_ev": [-9.0, -9.0], "orbital_gap_ev": [5.830, 5.835], "mol_weight_g_mol": 119.0, "relative_energy_kcal_mol": 66.0, "species": ["H", "O", "P", "H", "C", "N", "N", "O", "N"], "xyz": [[2.424, 0.826, 0.546], [-1.476, -1.642, 0.338], [0.223, 0.162, 0.924], [1.924, -0.446, -0.515], [-2.839, 2.201, -0.481], [1.699, 0.200, 0.239], [-0.386, -1.226, -0.006], [0.325, -1.690, -0.887], [-1.895, 1.615, -0.158]], "forces_ev_per_angstrom": [[0.056, 0.241, 0.122], [0.881, 0.403, -0.013], [-0.459, 2.301, 0.394], [-0.079, 0.109, -0.195], [-1.233, 0.789, -0.420], [-1.111, -0.401, 0.165], [-0.665, -1.501, -1.265], [-0.397, -0.037, 0.209], [3.008, -1.905, 1.004]]}



20.
{"formula": "CH2N3O3", "method": "ωB97M-V/def2-TZVPD", "e_lumo_ev": [4.35, 4.46], "e_homo_ev": [-3.1, -3.8], "charge": -1, "orbital_gap_ev": [7.463, 8.215], "mol_weight_g_mol": 104.0, "relative_energy_kcal_mol": 74.2, "species": ["O", "H", "N", "N", "O", "H", "O", "N", "C"], "xyz": [[-0.704, 1.662, 0.027], [-1.888, -0.884, 0.805], [2.302, 0.182, -0.700], [1.842, -0.180, 0.327], [-1.114, -1.679, -0.319], [3.168, 0.696, -0.609], [-2.060, 0.154, 0.949], [-0.471, -0.498, -0.620], [-1.075, 0.546, 0.139]], "forces_ev_per_angstrom": [[0.809, 3.176, -0.196], [-0.647, 0.863, -0.241], [-1.412, -1.007, 0.537], [0.531, 0.320, -0.600], [1.167, 2.198, -0.113], [1.283, 0.786, 0.171], [0.463, -1.383, 0.167], [-1.773, -2.315, 0.393], [-0.421, -2.638, -0.118]]}